(1)
DFT (ωB97M-V/def2-TZVPD) results for a cluster of 8 separate species, C60H62F2NO18P2Si in total in a non-equilibrium geometry.

Values from the calculation:
spin multiplicity	1
charge	-1
HOMO-LUMO gap	0.124	Ha

Each line ends with the Löwdin charge.
Atoms and positions in Å:
C -4.376 -2.958 -5.279  -0.183
C -2.874 -3.321 -5.710  -0.435
P -2.002 -4.336 -4.396  0.983
C -0.608 -5.245 -5.306  -0.304
C -1.114 -3.259 -3.123  -0.462
C -1.055 -3.782 -1.610  -0.398
F 0.001 -3.114 -1.006  0.059
F -2.282 -3.490 -0.967  0.026
C -0.854 -5.334 -1.495  -0.141
C 0.317 -5.781 -0.529  -0.239
Si -0.109 -5.822 1.329  0.583
C 1.364 -4.959 2.229  -0.198
C -0.193 -7.600 2.059  -0.186
C -1.742 -4.974 1.803  -0.230
C -3.088 -5.408 1.421  -0.084
C -4.266 -4.668 1.904  -0.082
C -4.167 -3.500 2.785  -0.090
C -2.822 -3.052 3.144  -0.091
C -1.646 -3.777 2.668  -0.080
O 0.261 -2.913 -3.393  -0.290
P 0.335 -1.737 -4.683  0.479
N 1.897 -2.408 -5.285  -0.201
C 1.088 -0.315 -3.647  -0.245
C 0.542 1.125 -4.039  -0.308
O -0.426 1.634 -3.097  -0.140
O -1.209 -1.057 -4.215  -0.280
C -1.837 -1.809 -3.180  -0.370
O -1.586 -0.951 -2.023  -0.031
H -4.735 -3.700 -4.510  0.050
H -5.004 -3.073 -6.202  0.057
H -4.409 -1.932 -4.838  0.055
H -2.306 -2.433 -6.083  0.062
H -2.993 -4.008 -6.602  0.071
H -0.637 -4.922 -6.387  0.037
H 0.409 -4.943 -4.933  0.027
H -0.684 -6.356 -5.186  0.017
H -1.824 -5.778 -1.140  0.104
H -0.655 -5.827 -2.491  0.095
H 1.266 -5.199 -0.698  0.088
H 0.574 -6.849 -0.818  0.077
H 2.281 -5.469 1.843  0.012
H 1.185 -5.109 3.323  0.036
H 1.352 -3.870 1.932  0.045
H 0.634 -8.257 1.676  0.019
H -0.169 -7.535 3.182  0.041
H -1.207 -8.012 1.792  0.021
H -3.222 -6.317 0.773  0.072
H -5.301 -5.000 1.638  0.089
H -5.042 -2.944 3.188  0.088
H -2.720 -2.169 3.821  0.090
H -0.656 -3.370 2.999  0.085
H 0.488 -0.799 -5.800  0.009
H -0.245 -2.588 -5.692  -0.003
H 2.611 -1.688 -5.388  -0.011
H 2.210 -3.182 -4.696  -0.007
H 2.211 -0.242 -3.795  0.064
H 0.933 -0.400 -2.537  0.081
H 0.076 1.151 -5.061  0.091
H 1.391 1.884 -4.062  0.092
H -0.853 2.430 -3.482  0.017
H -2.959 -1.857 -3.196  0.131
H -2.453 -0.857 -1.598  0.083
C -2.636 4.710 -0.199  0.031
C -2.394 3.880 -1.214  0.056
C -2.320 4.375 -2.606  -0.344
O -2.100 3.619 -3.530  0.106
C -2.521 5.824 -2.831  0.023
C -2.762 6.653 -1.817  0.024
C -2.838 6.159 -0.424  -0.365
O -3.057 6.919 0.505  0.064
H -2.696 4.368 0.829  0.089
H -2.242 2.817 -1.070  0.134
H -2.462 6.166 -3.854  0.098
H -2.913 7.716 -1.962  0.120
C -4.290 4.942 5.844  0.018
C -4.049 4.113 4.830  0.024
C -3.974 4.607 3.436  -0.361
O -3.756 3.850 2.511  0.094
C -4.175 6.057 3.212  0.032
C -4.417 6.886 4.228  0.026
C -4.492 6.392 5.621  -0.391
O -4.710 7.147 6.548  0.097
H -4.349 4.599 6.869  0.120
H -3.898 3.050 4.975  0.123
H -4.115 6.401 2.184  0.090
H -4.567 7.948 4.083  0.122
C 0.789 8.675 -4.146  0.025
C 2.031 8.845 -3.696  0.018
C 2.919 7.688 -3.436  -0.384
O 4.051 7.844 -3.023  0.101
C 2.375 6.336 -3.697  0.030
C 1.132 6.166 -4.147  0.036
C 0.245 7.323 -4.407  -0.373
O -0.887 7.167 -4.819  0.080
H 0.126 9.508 -4.341  0.121
H 2.445 9.826 -3.500  0.106
H 3.037 5.502 -3.502  0.127
H 0.717 5.184 -4.342  0.127
C 5.290 10.821 1.455  0.026
C 4.807 11.181 0.268  0.028
C 3.506 10.668 -0.219  -0.377
O 3.066 10.995 -1.301  0.100
C 2.763 9.741 0.665  0.030
C 3.247 9.381 1.853  0.030
C 4.547 9.895 2.339  -0.361
O 4.989 9.569 3.424  0.086
H 6.239 11.186 1.827  0.123
H 5.336 11.859 -0.390  0.124
H 1.814 9.376 0.293  0.125
H 2.718 8.704 2.511  0.126
C 6.608 8.194 5.603  0.020
C 5.863 9.067 6.278  0.019
C 5.978 9.199 7.748  -0.386
O 5.297 9.994 8.366  0.100
C 6.953 8.325 8.439  0.015
C 7.698 7.452 7.765  0.017
C 7.584 7.320 6.294  -0.385
O 8.265 6.525 5.678  0.105
H 6.537 8.084 4.530  0.107
H 5.147 9.713 5.789  0.104
H 7.024 8.436 9.514  0.119
H 8.416 6.805 8.253  0.120
C 4.425 -8.999 0.753  0.027
C 3.633 -8.146 1.401  0.023
C 3.715 -7.986 2.872  -0.374
O 2.993 -7.211 3.463  0.098
C 4.713 -8.809 3.593  0.023
C 5.505 -9.662 2.945  0.017
C 5.423 -9.821 1.475  -0.390
O 6.146 -10.598 0.884  0.100
H 4.378 -9.129 -0.321  0.125
H 2.899 -7.536 0.888  0.106
H 4.760 -8.679 4.666  0.121
H 6.239 -10.272 3.456  0.120
C -5.054 -9.211 1.024  0.026
C -5.311 -10.464 1.395  0.019
C -5.183 -11.589 0.440  -0.391
O -5.420 -12.732 0.777  0.097
C -4.757 -11.267 -0.941  0.017
C -4.500 -10.014 -1.312  0.026
C -4.628 -8.890 -0.358  -0.379
O -4.392 -7.748 -0.694  0.104
H -5.143 -8.376 1.708  0.121
H -5.623 -10.717 2.400  0.121
H -4.668 -12.102 -1.625  0.120
H -4.188 -9.761 -2.318  0.125

---

(2)
DFT (ωB97M-V/def2-TZVPD) results for a structure of composition C60H64N3P2Pd in a non-equilibrium geometry.

Values from the calculation:
spin multiplicity	1
charge	+1
HOMO-LUMO gap	0.175	Ha

Each line ends with the Löwdin charge.
Atoms and positions in Å:
C -1.940 0.655 -0.856  -0.025
N -0.650 0.469 -0.171  -0.215
C 0.421 1.211 -0.937  -0.132
C 1.480 1.495 0.126  -0.138
C 0.787 1.330 1.489  -0.141
C -0.678 1.067 1.180  -0.151
H -2.749 0.134 -0.330  0.104
H -2.155 1.739 -0.858  0.108
H -1.899 0.303 -1.898  0.100
H 0.760 0.629 -1.811  0.127
H -0.031 2.142 -1.313  0.129
H 2.324 0.808 0.015  0.115
H 1.843 2.518 0.000  0.116
H 1.213 0.488 2.041  0.092
H 0.874 2.228 2.107  0.121
H -1.223 2.018 1.087  0.130
H -1.223 0.423 1.880  0.123
C 4.236 -4.081 4.869  -0.052
N 2.862 -3.604 4.847  -0.185
C 2.333 -3.352 6.181  -0.061
C 2.228 -3.127 3.730  -0.214
C 1.009 -2.410 3.842  -0.006
C 0.401 -1.828 2.735  -0.054
C 0.972 -1.864 1.439  -0.201
C 0.174 -1.275 0.289  -0.013
C -1.028 -2.064 0.178  -0.081
C -1.829 -2.514 -0.854  -0.088
C -1.644 -2.314 -2.277  -0.267
C -2.764 -2.313 -3.147  -0.032
C -2.644 -2.010 -4.486  -0.010
C -1.359 -1.834 -5.059  -0.221
N -1.192 -1.797 -6.411  -0.181
C 0.128 -1.852 -7.001  -0.059
C -2.312 -1.865 -7.330  -0.049
C -0.237 -1.783 -4.194  -0.010
C -0.374 -2.031 -2.839  -0.069
Pd -2.882 -5.108 -0.695  0.196
P -2.816 -5.335 1.552  0.957
C -4.401 -6.253 1.486  -0.347
C -4.473 -7.643 1.693  -0.098
C -5.672 -8.315 1.458  -0.073
C -6.776 -7.628 0.948  -0.086
C -6.682 -6.266 0.652  -0.083
C -5.495 -5.578 0.915  -0.130
C -1.613 -6.371 2.418  -0.388
C -2.007 -7.134 3.534  -0.116
C -1.071 -7.904 4.225  -0.071
C 0.272 -7.872 3.843  -0.078
C 0.683 -7.062 2.780  -0.080
C -0.248 -6.299 2.071  -0.104
C -2.992 -3.913 2.680  -0.332
C -2.366 -3.880 3.944  -0.077
C -2.551 -2.793 4.796  -0.092
C -3.335 -1.709 4.394  -0.091
C -3.952 -1.727 3.142  -0.087
C -3.797 -2.828 2.296  -0.124
P -1.623 -6.424 -1.987  0.950
C 0.179 -6.376 -2.152  -0.345
C 1.019 -7.481 -1.910  -0.069
C 2.403 -7.341 -2.041  -0.077
C 2.961 -6.112 -2.406  -0.088
C 2.132 -5.011 -2.644  -0.085
C 0.749 -5.151 -2.530  -0.114
C -2.064 -8.118 -1.541  -0.353
C -3.002 -8.833 -2.301  -0.073
C -3.428 -10.088 -1.863  -0.075
C -2.947 -10.615 -0.663  -0.086
C -2.043 -9.886 0.118  -0.084
C -1.606 -8.636 -0.317  -0.123
C -2.343 -5.998 -3.594  -0.371
C -1.556 -5.837 -4.750  -0.069
C -2.161 -5.414 -5.933  -0.085
C -3.535 -5.158 -5.973  -0.105
C -4.311 -5.301 -4.823  -0.082
C -3.716 -5.714 -3.631  -0.136
C 2.127 -2.689 1.307  -0.015
C 2.747 -3.283 2.408  -0.009
H 4.508 -4.576 3.939  0.073
H 4.953 -3.270 5.077  0.101
H 4.327 -4.799 5.702  0.090
H 1.292 -3.693 6.272  0.088
H 2.945 -3.912 6.901  0.087
H 2.376 -2.283 6.455  0.101
H 0.544 -2.289 4.819  0.092
H -0.579 -1.377 2.869  0.100
H 0.782 -0.937 -0.547  0.093
H -1.506 -2.227 1.156  0.090
H -2.883 -2.730 -0.533  0.086
H -3.753 -2.549 -2.744  0.121
H -3.531 -1.975 -5.117  0.105
H 0.654 -2.790 -6.748  0.100
H 0.020 -1.795 -8.091  0.087
H 0.743 -1.006 -6.659  0.090
H -3.078 -1.120 -7.071  0.094
H -1.932 -1.645 -8.336  0.089
H -2.783 -2.864 -7.347  0.075
H 0.758 -1.589 -4.595  0.100
H 0.516 -2.089 -2.208  0.107
H -3.589 -8.199 2.012  0.083
H -5.735 -9.381 1.676  0.108
H -7.712 -8.155 0.769  0.104
H -7.523 -5.731 0.214  0.104
H -5.386 -4.535 0.607  0.073
H -3.048 -7.119 3.866  0.115
H -1.398 -8.522 5.062  0.109
H 1.002 -8.478 4.384  0.106
H 1.737 -7.023 2.500  0.105
H 0.067 -5.648 1.248  0.102
H -1.758 -4.722 4.279  0.098
H -2.092 -2.802 5.786  0.106
H -3.477 -0.862 5.064  0.105
H -4.581 -0.894 2.826  0.105
H -4.328 -2.855 1.342  0.080
H 0.587 -8.445 -1.645  0.099
H 3.049 -8.201 -1.863  0.106
H 4.043 -6.010 -2.513  0.104
H 2.556 -4.048 -2.936  0.100
H 0.082 -4.318 -2.756  0.072
H -3.381 -8.399 -3.228  0.099
H -4.134 -10.656 -2.471  0.106
H -3.275 -11.598 -0.329  0.104
H -1.668 -10.289 1.061  0.109
H -0.927 -8.039 0.299  0.086
H -0.489 -6.061 -4.720  0.106
H -1.553 -5.297 -6.832  0.107
H -4.007 -4.850 -6.905  0.101
H -5.381 -5.094 -4.846  0.109
H -4.306 -5.781 -2.705  0.092
H 2.511 -2.908 0.302  0.116
H 3.648 -3.879 2.262  0.098

---

(3)
DFT (ωB97M-V/def2-TZVPD) results for a cluster of 11 separate species, C60H70Cl6N10 in total in a non-equilibrium geometry.

Values from the calculation:
energy relative to the best compared isomer or geometry (same formula, charge and spin)	0.0	kcal per mole
spin multiplicity	1
charge	+4
HOMO-LUMO gap	0.077	Ha

Each line ends with the Löwdin charge.
Atoms and positions in Å:
C -6.388 21.661 0.737  0.050
N -5.899 20.418 0.086  -0.081
C -5.108 20.441 -0.992  0.034
C -4.829 19.261 -1.655  0.062
C -5.308 18.060 -1.166  -0.115
C -6.220 18.067 -0.097  0.056
C -6.401 19.261 0.563  0.012
C -4.815 16.749 -1.669  -0.136
C -4.451 15.778 -0.742  0.036
C -4.004 14.564 -1.170  0.018
N -3.846 14.317 -2.485  -0.059
C -4.163 15.221 -3.417  0.042
C -4.652 16.461 -3.012  0.066
C -3.334 12.997 -2.898  -0.020
H -7.439 21.751 0.458  0.115
H -5.892 22.540 0.340  0.109
H -6.387 21.530 1.814  0.114
H -4.664 21.399 -1.221  0.157
H -4.154 19.285 -2.500  0.148
H -6.641 17.166 0.322  0.139
H -7.137 19.339 1.351  0.155
H -4.627 15.918 0.316  0.135
H -3.895 13.697 -0.535  0.155
H -3.933 14.948 -4.444  0.101
H -5.016 17.140 -3.771  0.139
H -3.831 12.208 -2.336  0.101
H -2.300 13.015 -2.556  0.110
H -3.427 12.860 -3.971  0.017
C -2.433 19.591 -9.627  0.029
N -2.929 18.195 -9.641  -0.069
C -2.194 17.212 -9.116  -0.015
C -2.663 15.916 -8.984  0.027
C -3.962 15.625 -9.396  -0.150
C -4.696 16.684 -9.948  0.013
C -4.207 17.963 -9.988  0.006
C -4.538 14.262 -9.288  -0.119
C -5.318 13.844 -10.382  -0.015
C -5.696 12.540 -10.483  -0.021
N -5.545 11.738 -9.415  -0.075
C -4.817 12.101 -8.356  -0.037
C -4.330 13.388 -8.223  0.049
C -6.038 10.360 -9.422  -0.021
H -1.430 19.644 -10.038  0.110
H -2.469 19.822 -8.561  0.084
H -3.073 20.200 -10.262  0.077
H -1.220 17.498 -8.736  0.069
H -1.967 15.205 -8.554  0.105
H -5.709 16.435 -10.275  0.010
H -4.828 18.770 -10.367  0.082
H -5.584 14.606 -11.104  0.098
H -6.336 12.134 -11.255  0.097
H -4.684 11.353 -7.585  0.082
H -3.912 13.692 -7.280  0.055
H -5.186 9.705 -9.544  0.082
H -6.756 10.313 -10.238  0.078
H -6.575 10.167 -8.492  0.090
C -2.198 14.217 -12.121  0.054
N -2.242 12.857 -12.705  -0.053
C -2.168 11.803 -11.892  0.018
C -1.924 10.555 -12.443  0.038
C -2.068 10.374 -13.806  -0.152
C -2.378 11.484 -14.589  0.055
C -2.321 12.748 -14.049  0.051
C -2.070 9.038 -14.425  -0.130
C -1.087 8.071 -14.154  0.037
C -1.153 6.805 -14.669  0.002
N -2.242 6.470 -15.407  -0.084
C -3.155 7.376 -15.781  0.024
C -3.040 8.679 -15.347  0.034
C -2.391 5.039 -15.821  0.060
H -1.581 14.853 -12.746  0.121
H -1.769 14.164 -11.122  0.101
H -3.216 14.568 -11.955  0.098
H -2.174 11.888 -10.815  0.155
H -1.843 9.705 -11.781  0.131
H -2.663 11.406 -15.629  0.143
H -2.384 13.658 -14.626  0.163
H -0.230 8.442 -13.604  0.145
H -0.507 5.968 -14.447  0.156
H -3.991 7.017 -16.364  0.160
H -3.793 9.397 -15.644  0.124
H -2.680 4.541 -14.897  0.103
H -1.432 4.688 -16.192  0.116
H -3.160 4.905 -16.574  0.112
C -6.117 22.708 -9.811  -0.023
N -7.543 22.482 -9.589  -0.063
C -8.043 22.274 -8.358  0.028
C -9.394 22.009 -8.236  0.037
C -10.200 21.890 -9.365  -0.125
C -9.642 22.144 -10.611  0.066
C -8.286 22.324 -10.700  0.023
C -11.647 21.553 -9.251  -0.102
C -12.567 22.301 -9.972  0.056
C -13.933 22.128 -9.818  0.038
N -14.347 21.375 -8.790  -0.077
C -13.493 20.684 -8.005  0.023
C -12.132 20.790 -8.193  0.052
C -15.793 21.172 -8.517  0.047
H -5.690 23.408 -9.087  0.110
H -6.001 23.194 -10.772  0.091
H -5.536 21.800 -9.671  0.080
H -7.307 22.192 -7.572  0.152
H -9.834 21.996 -7.248  0.129
H -10.314 22.178 -11.457  0.137
H -7.737 22.352 -11.638  0.101
H -12.293 22.949 -10.794  0.138
H -14.677 22.430 -10.540  0.163
H -13.939 20.056 -7.251  0.148
H -11.538 20.192 -7.516  0.141
H -15.969 20.389 -7.788  0.103
H -16.339 20.918 -9.423  0.115
H -16.148 22.127 -8.132  0.118
C -7.579 8.219 -3.382  0.034
N -6.996 7.984 -4.718  -0.091
C -7.795 7.514 -5.687  0.022
C -7.273 7.237 -6.931  0.050
C -5.901 7.336 -7.158  -0.132
C -5.088 7.740 -6.109  0.033
C -5.675 8.005 -4.890  -0.058
C -5.362 7.099 -8.521  -0.121
C -4.055 6.598 -8.656  0.060
C -3.567 6.325 -9.916  0.030
N -4.246 6.780 -10.996  -0.067
C -5.514 7.201 -10.911  -0.015
C -6.089 7.320 -9.669  0.014
C -3.774 6.478 -12.352  0.007
H -7.645 9.288 -3.195  0.086
H -6.861 7.805 -2.674  0.108
H -8.486 7.630 -3.315  0.107
H -8.860 7.473 -5.518  0.157
H -7.910 6.976 -7.764  0.130
H -4.009 7.727 -6.143  0.133
H -5.032 8.237 -4.055  0.151
H -3.472 6.367 -7.778  0.132
H -2.627 5.837 -10.129  0.152
H -6.050 7.351 -11.838  0.111
H -7.087 7.738 -9.639  0.138
H -4.280 7.109 -13.079  0.075
H -3.929 5.416 -12.552  0.118
H -2.694 6.592 -12.415  0.084
Cl -5.728 10.004 -13.074  -0.418
Cl -0.085 18.874 -6.593  -0.736
Cl -6.364 11.128 -5.314  -0.460
Cl -8.182 15.887 -10.220  -0.644
Cl -5.614 20.598 -12.519  -0.565
Cl -1.606 13.807 -5.698  -0.493

---

HOMO energy / eV: -4.176, -7.952, -11.210